The following is a quantum chemistry calculation of a structure of composition C46H40ClMgN5O11P2SSe2 at a distorted geometry, from OMol25.

## Properties
energy above the lowest of the compared OMol25 structures with the same formula, charge and spin = 0.0 kcal per mole
LUMO = 3.57 eV
molar mass = 1150.54 g mol⁻¹

ORCA input file:
```
! wB97M-V def2-TZVPD RIJCOSX def2/J DEFGRID3
* xyz -2 1
Mg 0.85 2.26 0.40
C 1.11 0.17 3.76
C 1.29 1.64 3.61
N 1.29 2.33 2.49
C 1.54 3.65 2.84
C 1.70 3.75 4.19
N 1.54 2.47 4.65
C 2.00 4.84 5.13
O 2.17 6.03 4.63
O 2.08 4.60 6.33
C 1.57 4.69 1.76
O 1.85 5.88 2.07
O 1.28 4.28 0.59
H 1.66 -0.33 2.97
H 0.05 -0.09 3.67
H 1.48 -0.16 4.73
H 1.57 2.25 5.63
H 2.05 6.01 3.59
Se -4.95 -1.45 1.53
P -3.11 -2.35 1.03
C -3.37 -3.19 -0.57
C -3.81 -2.36 -1.60
C -4.16 -2.90 -2.83
C -4.09 -4.27 -3.04
C -3.67 -5.10 -2.01
C -3.32 -4.56 -0.77
C -2.75 -3.58 2.33
C -1.72 -3.36 3.24
C -1.58 -4.20 4.34
C -2.45 -5.26 4.53
C -3.49 -5.48 3.63
C -3.65 -4.63 2.55
C -1.69 -1.21 0.91
C -0.34 -1.04 0.48
N -0.02 0.26 0.78
N -1.09 0.82 1.36
N -2.08 -0.02 1.45
P 1.08 -2.10 -0.01
Se 2.97 -1.35 0.49
C 0.83 -3.74 0.78
C 0.09 -4.75 0.18
C 0.00 -6.01 0.79
C 0.65 -6.25 1.99
C 1.39 -5.24 2.59
C 1.48 -3.99 1.99
C 0.95 -2.52 -1.78
C -0.25 -2.45 -2.47
C -0.30 -2.68 -3.84
C 0.87 -2.99 -4.53
C 2.08 -3.07 -3.84
C 2.12 -2.83 -2.48
H -3.88 -1.29 -1.43
H -4.49 -2.24 -3.63
H -4.36 -4.69 -4.00
H -3.63 -6.17 -2.16
H -3.00 -5.22 0.03
H -1.05 -2.53 3.09
H -0.78 -4.02 5.05
H -2.32 -5.92 5.39
H -4.19 -6.29 3.79
H -4.51 -4.74 1.89
H -0.39 -4.58 -0.77
H -0.56 -6.80 0.30
H 0.58 -7.23 2.45
H 1.90 -5.43 3.53
H 2.09 -3.21 2.43
H -1.15 -2.17 -1.94
H -1.24 -2.61 -4.36
H 0.84 -3.13 -5.60
H 2.99 -3.30 -4.38
H 3.06 -2.85 -1.94
O 4.83 1.64 -0.10
C 3.78 2.11 -0.55
O 2.62 1.91 -0.05
C 3.93 2.96 -1.81
C 2.92 3.77 -2.33
C 3.10 4.51 -3.51
C 4.32 4.41 -4.12
O 4.74 5.02 -5.29
C 6.09 4.59 -5.49
O 6.44 3.72 -4.42
C 5.32 3.63 -3.61
C 5.17 2.90 -2.46
H 1.97 3.82 -1.82
H 2.31 5.13 -3.91
H 6.75 5.45 -5.50
H 6.16 4.06 -6.44
H 5.95 2.28 -2.04
Cl 1.28 0.37 -3.10
C -0.28 1.15 -3.39
C -1.00 1.76 -2.18
O -2.23 1.76 -2.30
O -0.35 2.28 -1.20
H -0.93 0.40 -3.83
H -0.11 1.94 -4.12
O -1.55 4.09 2.52
S -1.41 3.65 1.08
C -3.06 3.09 0.55
C -3.84 4.29 -0.01
C -3.04 5.57 0.29
C -1.58 5.17 0.10
H -3.50 2.63 1.43
H -2.89 2.32 -0.21
H -4.84 4.35 0.42
H -3.95 4.17 -1.09
H -3.19 5.86 1.33
H -3.34 6.40 -0.35
H -0.86 5.89 0.49
H -1.34 4.91 -0.93
*
```